(1)
ORCA calculation (ωB97M-V/def2-TZVPD) on one molecule with the formula C2H4N4O2 at a distorted geometry.

## Properties
* SMILES: N/N=C1/ON=CNO1
* spin multiplicity: 1
* energy above the lowest of the compared OMol25 structures with the same formula, charge and spin: 105.9 kcal/mol
* LUMO energy: 0.557 eV
* Kohn-Sham gap: 9.05 eV

Cartesian coordinates (Å):
N1 1.47750 1.87165 1.19341
N2 1.15917 1.54990 -0.09440
C1 0.46657 0.45934 -0.23936
O1 0.26589 0.05043 -1.54920
N3 -0.73291 -0.80716 -1.98139
C2 -1.13226 -1.57386 -1.05658
N4 -0.62212 -1.55869 0.26212
O2 -0.11007 -0.35773 0.75595
H1 0.72692 1.63022 1.81217
H2 1.66214 2.88124 1.22361
H3 -1.87230 -2.32869 -1.24928
H4 -1.28856 -1.81665 0.92293

=====

(2)
ORCA calculation (ωB97M-V/def2-TZVPD) on a 2-piece molecular cluster, C6H9NO5 overall at a distorted geometry.

## Properties
* SMILES: O=CC/C=N/O.O=C1OCCO1
* spin multiplicity: 1
* energy above the lowest of the compared OMol25 structures with the same formula, charge and spin: 74.7 kcal/mol
* LUMO energy: 0.523 eV
* Kohn-Sham gap: 10.49 eV

Cartesian coordinates (Å):
O1 3.83925 0.77021 -0.59820
C1 2.72336 0.30584 -0.58591
C2 2.41980 -1.18129 -0.57347
C3 1.46460 -1.53925 0.51899
N1 0.26128 -1.84072 0.22285
O2 -0.48558 -2.11580 1.34939
H1 1.81426 0.95588 -0.59012
H2 1.95030 -1.44303 -1.52980
H3 3.36578 -1.71862 -0.48206
H4 1.78924 -1.51222 1.55292
H5 -1.35531 -2.33580 1.00348
O3 -1.56015 1.75639 1.79572
C4 -1.61007 1.28810 0.70510
O4 -1.77770 2.00979 -0.43271
C5 -1.79924 1.15753 -1.57028
C6 -1.61292 -0.25299 -0.98360
O5 -1.51493 -0.02346 0.41843
H6 -2.76049 1.28665 -2.08192
H7 -0.98463 1.45086 -2.24480
H8 -2.46652 -0.91631 -1.17416
H9 -0.70190 -0.72697 -1.33938

=====

(3)
ORCA calculation (ωB97M-V/def2-TZVPD) on a 9-piece molecular cluster, C16H50O10 overall at a distorted geometry.

## Properties
* SMILES: OCCO.CCO.CCO.CCO.CCO.CCO.CCO.CO.CO
* spin multiplicity: 1
* energy above the lowest of the compared OMol25 structures with the same formula, charge and spin: 17.4 kcal/mol
* LUMO energy: 0.319 eV
* Kohn-Sham gap: 10.08 eV

Cartesian coordinates (Å):
O1 6.97292 28.72451 9.32390
C1 6.13829 28.51942 10.46039
C2 6.77485 27.57516 11.45093
O2 5.96227 27.41062 12.57939
H1 6.75884 29.58630 8.95988
H2 5.95555 29.49018 10.93871
H3 5.12744 28.22231 10.13407
H4 7.68115 28.09526 11.77802
H5 7.08235 26.62854 10.99378
H6 5.18587 26.90646 12.28587
C3 9.38201 25.34150 8.38525
C4 10.02397 24.26469 9.23787
O3 10.45911 23.15134 8.46339
H7 10.09476 25.65457 7.60967
H8 9.10582 26.21523 8.97445
H9 8.52203 24.99988 7.80135
H10 9.24122 23.90175 9.92473
H11 10.84392 24.65053 9.83413
H12 9.78097 22.96745 7.80424
C5 4.07971 28.45140 4.79987
C6 3.16035 29.49162 5.34999
O4 3.62638 30.75588 4.85198
H13 5.05852 28.52301 5.27763
H14 4.13558 28.56758 3.71879
H15 3.75701 27.42862 5.00979
H16 3.16014 29.53538 6.44351
H17 2.12841 29.33388 5.01575
H18 3.01033 31.44252 5.12290
C7 7.05928 21.53385 8.64405
C8 7.41318 21.54366 7.18006
O5 8.75276 21.05637 7.01292
H19 7.73275 22.13456 9.24662
H20 6.94198 20.50514 8.97661
H21 6.06176 21.99039 8.67701
H22 7.34498 22.55073 6.72725
H23 6.69330 21.01813 6.53613
H24 8.92672 21.00574 6.06861
C9 2.13979 28.04210 9.47691
C10 1.96592 28.50099 10.92764
O6 1.63213 29.89248 11.02286
H25 2.82909 27.19847 9.46389
H26 2.63652 28.87075 8.96624
H27 1.19164 27.80972 9.00060
H28 2.86793 28.28843 11.49928
H29 1.15379 27.96013 11.43173
H30 0.68874 29.95670 10.85378
C11 2.64182 22.80985 8.52442
C12 1.54134 23.55479 7.85143
O7 1.36924 24.76954 8.56610
H31 3.52405 23.45134 8.51770
H32 2.87706 21.82484 8.12706
H33 2.35152 22.65766 9.56864
H34 0.62588 22.94779 7.76666
H35 1.73692 23.78650 6.79220
H36 0.56660 25.20661 8.27003
C13 5.26172 23.42004 3.87675
C14 5.37870 24.89875 4.28473
O8 6.69506 25.12118 4.82487
H37 6.10375 22.79702 4.17739
H38 5.23223 23.36465 2.78550
H39 4.33999 22.98155 4.25626
H40 4.62453 25.14343 5.03426
H41 5.17882 25.58905 3.46208
H42 7.23590 24.37789 4.54844
C15 5.33572 26.09209 7.89523
O9 5.15098 24.75650 7.42112
H43 5.00830 26.13889 8.93163
H44 6.41264 26.27513 7.97174
H45 4.87683 26.83190 7.24127
H46 5.70410 24.59409 6.65125
C16 4.30477 24.45896 11.43282
O10 3.84306 25.63708 12.09615
H47 4.07143 23.56110 12.01957
H48 3.80658 24.38410 10.47044
H49 5.39155 24.47182 11.40504
H50 2.89882 25.74853 11.95975

=====

(4)
ORCA calculation (ωB97M-V/def2-TZVPD) on one molecule with the formula C6H10O.

## Properties
* spin multiplicity: 1
* energy above the lowest of the compared OMol25 structures with the same formula, charge and spin: 80.5 kcal/mol
* LUMO energy: 0.373 eV
* Kohn-Sham gap: 8.63 eV

Cartesian coordinates (Å):
C1 0.98597 0.36615 -0.81775
C2 0.69073 1.42653 0.25255
O1 -0.46543 1.14472 1.00952
C3 -0.40444 -0.08260 1.71842
C4 -0.60146 -1.38462 1.06736
C5 -0.81423 -1.39013 -0.39223
C6 -0.30838 -0.26955 -1.33175
H1 1.64514 -0.41803 -0.42000
H2 1.54033 0.84245 -1.63544
H3 1.56148 1.55721 0.91698
H4 0.48726 2.39174 -0.22242
H5 0.55220 -0.18237 2.27118
H6 -1.16694 -0.01405 2.50814
H7 -1.92612 -1.40993 -0.35751
H8 -0.56391 -2.38096 -0.79407
H9 -1.07051 0.50826 -1.44920
H10 -0.14169 -0.70481 -2.32378